Record 1
{
  "formula": "C2H7O2",
  "method": "wB97M-V/def2-TZVPD",
  "homo_ev": -16.8,
  "charge": 1,
  "de_lowest_kcal_mol": 54.5,
  "species": ["C", "C", "O", "O", "H", "H", "H", "H", "H", "H", "H"],
  "coordinates": [[1.137747, 1.313873, 0.948987], [0.179031, -0.148461, -0.590752], [-1.652980, -1.512649, -0.484991], [0.445165, 1.049785, -0.328227], [0.857420, 2.376707, 1.239979], [0.700713, 0.706747, 1.650805], [2.259957, 1.147496, 0.907504], [-2.568858, -1.302718, -0.490239], [-0.401581, -0.531094, -1.541756], [0.462300, -0.992338, -0.096332], [-1.418915, -2.107348, -1.214978]],
  "atomic_forces_ev_per_a": [[1.421, 2.819, -0.177], [-1.512, 1.234, -4.471], [1.176, -0.546, 0.394], [-0.175, -1.446, -0.151], [0.651, -1.326, -0.737], [-0.893, -1.660, 1.683], [-1.537, 0.293, -0.485], [-1.413, -0.031, -0.245], [1.712, 2.448, 1.458], [1.358, -1.675, 2.470], [-0.788, -0.110, 0.261]],
  "nbo_charge": [-0.2791, 0.4040, -0.9360, -0.3329, 0.2519, 0.2052, 0.2476, 0.5154, 0.2408, 0.1862, 0.4968]
}



Record 2
{
  "formula": "C2H7O2P2S",
  "method": "wB97M-V/def2-TZVPD",
  "homo_ev": -3.2,
  "charge": -1,
  "de_lowest_kcal_mol": 63.6,
  "species": ["C", "S", "C", "P", "O", "O", "P", "H", "H", "H", "H", "H", "H", "H"],
  "coordinates": [[-2.346069, -1.386025, 0.297484], [-0.293558, -1.377346, -0.134499], [0.513124, -0.241877, -1.424832], [0.972882, 1.266379, -0.642680], [1.608947, 2.279719, -1.534277], [-0.255253, 2.038003, 0.057564], [2.190227, 0.983516, 1.330535], [-2.341257, -0.391711, 0.705532], [-2.203925, -2.137783, 1.091915], [-2.660405, -1.836518, -0.692865], [1.307018, -0.780562, -1.855101], [-0.695844, 1.463953, 0.600766], [3.015810, 0.021780, 0.541976], [1.188302, 0.098472, 1.658482]],
  "atomic_forces_ev_per_a": [[3.689, -1.436, -1.780], [0.154, 0.275, 0.011], [-2.652, 0.759, 2.819], [1.361, 0.423, -1.056], [0.319, -0.520, 0.247], [0.829, 1.849, -1.914], [1.003, 0.107, -1.972], [-1.284, 0.287, -0.527], [-0.457, 0.315, -0.426], [-0.603, 1.354, 1.538], [0.774, -0.722, -0.719], [-2.077, -2.319, 2.350], [-0.689, 0.579, 1.015], [-0.367, -0.953, 0.414]],
  "nbo_charge": [-0.7030, -0.0728, -1.1006, 1.9222, -1.1417, -0.9934, -0.2287, 0.2169, 0.2029, 0.2395, 0.2097, 0.4722, -0.0093, -0.0140]
}



Record 3
{
  "formula": "C2H7O3Pb",
  "method": "wB97M-V/def2-TZVPD",
  "homo_ev": -13.4,
  "charge": 1,
  "species": ["O", "C", "C", "O", "H", "H", "H", "H", "H", "H", "Pb", "O", "H"],
  "coordinates": [[1.097375, -0.591619, -0.594734], [0.969003, -0.100610, -1.878669], [0.444804, 1.328980, -1.903379], [0.998982, 1.995500, -3.022066], [-1.984789, -1.182424, 1.764188], [0.265081, -0.731251, -2.456790], [1.935570, -0.121364, -2.420351], [0.731408, 1.835944, -0.964040], [-0.657872, 1.309926, -1.961553], [0.905798, 2.944251, -2.909277], [0.610047, -0.570505, 1.270477], [-1.162576, -0.952190, 2.247820], [-1.407208, -0.640655, 3.127266]],
  "atomic_forces_ev_per_a": [[0.270, -0.310, -1.644], [-0.334, -0.081, -2.053], [-0.124, 0.464, 0.071], [-0.076, -0.308, 0.214], [0.012, 0.012, 0.575], [0.401, 0.142, 0.187], [-0.320, -0.023, 0.508], [0.037, -0.133, -0.146], [0.187, 0.119, 0.054], [-0.080, 0.083, -0.072], [5.205, 1.115, 1.144], [-5.013, -1.105, 0.777], [-0.165, 0.025, 0.383]],
  "mulliken_charge": [-0.4752, -0.0884, -0.4085, -0.4952, 0.3806, 0.2328, 0.2715, 0.2217, 0.2445, 0.3075, 0.9714, -0.5304, 0.3677]
}



Record 4
{
  "formula": "C2H7OPS",
  "method": "wB97M-V/def2-TZVPD",
  "homo_ev": -9.2,
  "charge": 0,
  "de_lowest_kcal_mol": 34.4,
  "species": ["C", "P", "O", "C", "S", "H", "H", "H", "H", "H", "H", "H"],
  "coordinates": [[1.245929, -1.065935, 0.492796], [0.883547, 0.679235, 0.307024], [1.153210, 1.598656, 1.452950], [-0.972591, 0.649967, -0.298289], [-1.389052, 2.457023, -0.692517], [0.394363, -1.463298, 1.068745], [1.277444, -1.737365, -0.516797], [2.303189, -1.232384, 0.752919], [1.536672, 0.913758, -0.900882], [-1.112872, -0.149769, -1.050707], [-1.473389, 0.275763, 0.553930], [-0.718477, 2.610392, -1.909751]],
  "atomic_forces_ev_per_a": [[0.190, -2.026, -2.427], [-1.735, 0.333, -0.691], [-0.111, -0.954, -0.844], [2.879, 0.892, -0.571], [0.298, -1.338, -0.734], [1.048, -0.360, 0.468], [-0.658, 2.086, 1.817], [-0.684, 0.058, 1.101], [0.261, 0.571, -0.222], [0.078, 0.922, -0.179], [-1.039, 0.318, 1.100], [-0.528, -0.502, 1.183]],
  "nbo_charge": [-1.0466, 1.7048, -1.0510, -0.8302, -0.0318, 0.2491, 0.2535, 0.2684, -0.1250, 0.2364, 0.2346, 0.1381]
}



Record 5
{
  "formula": "C2H7OPS",
  "method": "wB97M-V/def2-TZVPD",
  "homo_ev": -9.1,
  "charge": 0,
  "de_lowest_kcal_mol": 70.8,
  "species": ["O", "P", "H", "H", "H", "C", "C", "S", "H", "H", "H", "H"],
  "coordinates": [[-1.899729, -0.359295, -0.458231], [-2.059200, 0.686050, 0.563004], [-3.440915, 1.031929, 0.890700], [-1.699343, 0.130850, 1.817103], [-1.645465, 2.018075, 0.211667], [1.618998, -1.147840, -1.167097], [1.288371, -0.698912, 0.009386], [0.979837, 0.922923, 0.588898], [1.912526, -2.185733, -1.399998], [1.707367, -0.497233, -1.942461], [1.199243, -1.472196, 0.849308], [2.038308, 1.571378, 0.037724]],
  "atomic_forces_ev_per_a": [[0.202, -0.176, -0.728], [-2.169, 0.223, 0.163], [0.755, -0.244, -0.200], [0.464, 1.008, 0.052], [0.213, -0.718, 0.689], [0.598, -1.792, 0.322], [-0.179, -2.163, 2.804], [0.725, 0.500, -0.221], [-0.501, 0.548, 0.526], [0.251, 1.826, -2.329], [0.041, 1.262, -1.129], [-0.399, -0.275, 0.051]],
  "nbo_charge": [-1.0932, 1.2935, -0.1095, -0.0583, -0.0484, -0.3656, -0.3507, -0.0255, 0.2110, 0.1854, 0.2120, 0.1492]
}



Record 6
{
  "formula": "C2H7OPS",
  "method": "wB97M-V/def2-TZVPD",
  "homo_ev": [-8.5, -7.1],
  "charge": 0,
  "de_lowest_kcal_mol": 92.3,
  "species": ["C", "C", "O", "P", "S", "H", "H", "H", "H", "H", "H", "H"],
  "coordinates": [[0.927921, -0.954697, -0.973106], [1.361631, 0.452238, -0.687732], [-2.402450, -0.160466, 0.670382], [-1.828034, 1.393607, 0.525686], [-0.999238, 1.872176, 2.341737], [0.711927, -1.413580, -0.095729], [0.197722, -1.108113, -1.682986], [1.661658, -1.648208, -1.311708], [1.593217, 1.010282, -1.643983], [2.067922, 0.621775, 0.067064], [-2.062737, -0.665437, -0.060886], [-1.229540, 0.600422, 2.851260]],
  "atomic_forces_ev_per_a": [[1.668, 1.542, 0.204], [-0.056, -0.341, -3.599], [0.126, 0.721, 0.889], [-0.358, 0.005, -1.540], [0.008, -1.226, 1.378], [-1.448, -1.406, 2.878], [-2.095, 0.259, -1.422], [1.628, -0.131, -0.641], [-0.527, -0.154, 1.335], [0.576, 0.250, 1.293], [0.224, -0.518, -0.516], [0.255, 1.000, -0.259]],
  "nbo_charge": [-0.7003, -0.2760, -0.9893, 0.6681, -0.3301, 0.2062, 0.2062, 0.2219, 0.1591, 0.1629, 0.4972, 0.1741]
}



Record 7
{
  "formula": "C2H7OPS",
  "method": "wB97M-V/def2-TZVPD",
  "homo_ev": [-8.1, -7.9],
  "charge": 0,
  "de_lowest_kcal_mol": 115.9,
  "species": ["C", "C", "O", "P", "S", "H", "H", "H", "H", "H", "H", "H"],
  "coordinates": [[1.822223, 1.595514, -0.241473], [-1.607047, -0.808960, -0.727554], [1.630160, 0.247870, -0.337183], [1.746220, -0.974982, 0.681566], [-2.181692, 0.089148, 0.775113], [1.808194, 1.923187, 0.707527], [1.770246, 2.000243, -1.214557], [-1.202676, 0.052040, -1.300787], [-0.910690, -1.540151, -0.353433], [1.874399, -0.197358, 1.805292], [-2.580175, -1.272156, -1.296399], [-2.169163, -1.114397, 1.501891]],
  "atomic_forces_ev_per_a": [[-0.495, -3.827, -2.493], [-3.052, 0.801, -0.997], [0.398, 1.574, -1.153], [-0.180, -1.259, -0.067], [0.081, -1.954, 0.760], [0.099, 1.850, 2.898], [-0.008, 1.104, -0.343], [0.166, -1.207, -0.121], [0.343, -0.150, -0.646], [0.193, 0.549, 1.203], [2.690, 0.989, 1.328], [-0.234, 1.531, -0.368]],
  "nbo_charge": [-0.0437, -0.7244, -0.7302, 0.5774, -0.0752, 0.1571, 0.1751, 0.2239, 0.2278, -0.1316, 0.2176, 0.1262]
}



Record 8
{
  "formula": "C2H7OPS",
  "method": "wB97M-V/def2-TZVPD",
  "homo_ev": -9.0,
  "charge": 0,
  "de_lowest_kcal_mol": 81.2,
  "species": ["C", "C", "O", "P", "S", "H", "H", "H", "H", "H", "H", "H"],
  "coordinates": [[1.639891, 0.922535, 0.223248], [0.233133, -0.343362, 0.514315], [-0.883198, 0.369022, 0.530091], [-2.251738, -0.229094, -0.257830], [0.492988, -1.446329, -0.854230], [1.127950, 1.679720, -0.366622], [1.922394, 1.325074, 1.204994], [2.467206, 0.317795, -0.257769], [0.357650, -1.080074, 1.359847], [-3.157070, 0.873139, -0.175961], [-1.906018, 0.326996, -1.553939], [-0.043191, -2.715421, -0.366149]],
  "atomic_forces_ev_per_a": [[-1.807, -3.258, 1.050], [4.616, -0.070, 0.297], [-2.810, 1.548, 0.275], [0.217, 0.449, -1.242], [-0.389, -2.511, -0.761], [0.271, -0.203, -0.229], [-0.058, -0.217, -0.362], [-1.032, 1.098, 0.461], [0.122, 1.579, -0.047], [0.418, 0.084, 0.775], [-0.245, -0.651, 0.337], [0.697, 2.151, -0.552]],
  "nbo_charge": [-0.5988, -0.0183, -0.7967, 0.6182, -0.0746, 0.2127, 0.2122, 0.2177, 0.1867, -0.0490, -0.0529, 0.1429]
}



Record 9
{
  "formula": "C2H7OS",
  "method": "wB97M-V/def2-TZVPD",
  "homo_ev": -2.9,
  "charge": -1,
  "de_lowest_kcal_mol": 6.9,
  "species": ["S", "H", "C", "O", "C", "H", "H", "H", "H", "H", "H"],
  "coordinates": [[-2.882646, 0.029693, -0.706610], [-2.882749, -0.340039, -1.996265], [0.626819, 0.633990, 0.564156], [0.144066, 1.204735, -0.612704], [0.966665, -0.859878, 0.368354], [1.580362, 1.142029, 0.782741], [0.027611, 0.849194, 1.451538], [-0.808563, 1.055726, -0.663020], [2.056097, -0.906445, 0.249928], [0.647648, -1.572666, 1.115933], [0.524689, -1.236339, -0.554052]],
  "atomic_forces_ev_per_a": [[-0.027, 0.066, 0.117], [0.053, 0.012, -0.026], [0.849, -0.224, 0.181], [0.634, 0.722, 0.033], [0.381, 0.125, -0.471], [-0.146, 0.003, -0.091], [-0.527, -0.254, -0.143], [-0.947, -0.482, -0.178], [-0.117, -0.408, 0.046], [-0.061, 0.143, 0.608], [-0.092, 0.297, -0.074]],
  "nbo_charge": [-1.0372, 0.0928, -0.0502, -0.7734, -0.6451, 0.1372, 0.1549, 0.5108, 0.1776, 0.1986, 0.2342]
}



Record 10
{
  "formula": "C2H7OS",
  "method": "wB97M-V/def2-TZVPD",
  "homo_ev": -1.1,
  "charge": -1,
  "de_lowest_kcal_mol": 86.9,
  "species": ["O", "H", "C", "S", "C", "H", "H", "H", "H", "H", "H"],
  "coordinates": [[0.305194, 0.371415, -2.321116], [0.799263, -0.456814, -1.873939], [-0.586626, 1.289827, 0.446311], [0.553441, -0.103336, 0.521138], [-0.674851, -1.329541, 1.052242], [-1.256799, 1.394456, 1.343567], [-0.667572, 2.070610, -0.406586], [0.020986, 0.736202, -1.375687], [-1.636820, -1.509626, 0.562553], [-1.054416, -1.179366, 2.108033], [0.067613, -2.135110, 0.881471]],
  "atomic_forces_ev_per_a": [[1.152, -1.926, 3.367], [-1.585, 2.694, -1.770], [-0.142, 1.176, -0.423], [-2.192, 1.692, 1.115], [0.709, -0.826, 0.784], [0.947, 0.100, -0.951], [0.417, -1.575, 1.598], [0.115, -0.676, -2.842], [0.485, 0.397, -1.093], [1.223, -0.175, -0.726], [-1.129, -0.880, 0.941]],
  "nbo_charge": [-1.0228, 0.4597, -1.2227, 0.1135, -0.7825, 0.1812, 0.1944, 0.5048, 0.1981, 0.1859, 0.1903]
}



no.,calculated total energy (eV)
1,-6272.6041
2,-35695.0780
3,-13568.6114
4,-24358.5777
5,-24357.0014
6,-24356.0675
7,-24355.0440
8,-24356.5506
9,-15071.1078
10,-15067.6391